Record 1
Below is a single C4H6O2 molecule, with properties calculated with the ωB97M-V functional and the def2-TZVPD basis.

Summary:
total charge	0
lowest unoccupied orbital energy	0.1	eV
gap between HOMO and LUMO	9.2	eV
ΔE to the lowest compared entry with this formula, charge and spin	4.495	eV

Structure (XYZ):
```
12
Properties=species:S:1:pos:R:3:forces:R:3:lowdin_charge:R:1
O 1.392029 -0.890485 0.746086 0.31 -0.06 0.00 -0.05
C 0.588323 -0.871734 -0.416461 -0.26 0.01 -0.37 -0.27
C -0.821884 -0.517132 0.026566 -0.01 0.05 0.04 -0.09
C -0.919622 0.963236 0.171121 0.03 0.03 -0.04 -0.54
O -1.810850 1.670205 0.680668 0.14 -0.02 -0.01 0.07
C -0.178012 2.029254 -0.313259 -0.08 -0.04 0.11 0.22
H 2.307168 -1.055105 0.488562 -0.14 0.04 0.09 0.09
H 0.602255 -1.831586 -0.948349 0.01 0.06 0.18 0.12
H -1.056096 -0.992243 0.984411 0.01 0.07 -0.10 0.14
H -1.577478 -0.848971 -0.694268 0.11 0.10 0.03 0.14
H 0.927951 -0.096137 -1.123870 0.04 -0.20 0.07 0.12
H 0.546219 2.440694 0.398792 -0.18 -0.02 0.00 0.05
```
Positions in Å, forces in eV/Å.

---

Record 2
Below is a gas-phase ion, C4H3O2 (charge +1), with properties calculated with the ωB97M-V functional and the def2-TZVPD basis.

Summary:
total charge	+1
lowest unoccupied orbital energy	-6.0	eV
gap between HOMO and LUMO	9.5	eV
ΔE to the lowest compared entry with this formula, charge and spin	5.807	eV

Structure (XYZ):
```
9
Properties=species:S:1:pos:R:3:forces:R:3:lowdin_charge:R:1
C 1.030381 -0.031148 -0.214971 -1.06 0.02 0.92 0.01
C -1.562101 0.720840 0.246346 -0.22 2.04 0.84 0.03
C -0.284535 0.092986 0.084896 -0.24 1.30 0.45 -0.19
C -1.521799 -0.127450 -0.872944 -1.39 0.51 -4.30 0.17
O 1.623525 -1.079110 0.134617 2.60 -1.41 -0.14 0.24
O -1.400110 -0.726819 0.426301 0.73 -2.73 3.05 0.17
H 1.605548 0.736271 -0.646057 0.23 1.35 -0.66 0.17
H -2.083542 1.399839 0.930646 0.32 -0.37 -0.47 0.19
H 2.592637 -0.985408 -0.088838 -0.97 -0.72 0.31 0.21
```
Positions in Å, forces in eV/Å.

---

Record 3
Below is a molecular structure, C7H20FPSb, with properties calculated with the ωB97M-V functional and the def2-TZVPD basis.

Summary:
total charge	-1
lowest unoccupied orbital energy	3.9	eV
gap between HOMO and LUMO	7.0	eV

Structure (XYZ):
```
30
Properties=species:S:1:pos:R:3:forces:R:3:lowdin_charge:R:1
C -1.983547 -0.389767 -2.585494 0.02 0.00 0.06 -0.21
C -1.286585 0.790570 -1.910010 0.13 0.02 -0.21 -0.54
P -0.954434 0.477387 -0.109242 -0.38 -0.11 0.04 0.71
C -1.544345 2.084374 0.608424 0.01 0.09 0.09 -0.57
C -1.754422 1.993617 2.131391 0.02 0.00 -0.05 -0.21
Sb 1.615774 0.815004 0.061120 0.44 -0.07 0.12 0.58
C 1.978789 -1.320238 -0.468895 0.06 0.10 0.05 -0.45
C 2.104735 -2.217879 0.750938 0.04 0.01 -0.05 -0.33
C 0.775968 -2.710734 1.284345 -0.17 -0.10 -0.09 -0.23
F -0.066213 -3.152639 0.239383 0.23 -0.02 0.28 -0.11
H -2.890378 -0.662829 -2.044150 -0.07 0.02 -0.03 0.05
H -2.247229 -0.165085 -3.623265 0.02 -0.03 -0.02 0.05
H -1.340949 -1.271567 -2.576175 0.03 -0.02 -0.03 0.05
H -0.338967 0.998958 -2.422591 -0.03 0.01 0.00 0.02
H -1.892998 1.694854 -2.013306 -0.04 -0.01 0.05 0.05
H -0.838503 2.894285 0.388274 0.01 -0.03 -0.07 0.02
H -2.480232 2.326238 0.100758 -0.05 0.04 0.04 0.04
H -2.776154 2.256400 2.415011 0.01 0.04 0.02 0.05
H -1.570631 0.981078 2.492793 0.01 -0.03 0.03 0.03
H -1.071972 2.654714 2.666799 0.00 0.00 0.01 0.06
H 1.748103 1.206269 -1.681548 -0.03 0.02 -0.03 -0.11
H 1.381335 2.530148 0.478343 -0.06 0.00 0.00 -0.13
H 1.430785 0.349483 1.789050 0.02 0.00 0.02 -0.10
H 3.371790 1.004745 0.292051 -0.08 0.02 -0.04 -0.12
H 1.215442 -1.679559 -1.160072 -0.05 0.04 0.01 0.03
H 2.929203 -1.267052 -1.005741 0.01 0.01 -0.01 0.02
H 2.760736 -3.078713 0.578178 -0.02 -0.02 -0.12 0.09
H 2.566598 -1.635049 1.560653 0.02 -0.11 0.09 0.07
H 0.916841 -3.578916 1.936857 -0.04 0.10 0.05 0.10
H 0.241465 -1.928100 1.826122 -0.05 0.02 -0.19 0.08
```
Positions in Å, forces in eV/Å.

---

Record 4
Below is 2 unconnected molecules or ions with the total composition C9H14, with properties calculated with the ωB97M-V functional and the def2-TZVPD basis.

Summary:
total charge	+1
lowest unoccupied orbital energy (spin up / spin down)	-4.5 / -8.5	eV
gap between HOMO and LUMO (spin up / spin down)	9.2 / 5.3	eV
2S+1	2
ΔE to the lowest compared entry with this formula, charge and spin	2.156	eV

Structure (XYZ):
```
23
Properties=species:S:1:pos:R:3:forces:R:3:lowdin_spin:R:1
C -3.234298 -0.567765 0.416485 2.53 2.07 -1.51 0.05
C -0.146714 -0.448431 -2.732534 0.19 -0.47 1.00 0.32
C -0.839758 0.694371 -2.302738 -0.43 1.67 0.86 0.08
C -0.384983 -1.633435 -1.966465 -0.78 -0.45 -0.33 0.06
C -1.905530 0.646552 -1.403909 2.70 0.84 -1.09 0.08
C -1.469562 -1.652303 -1.104052 0.87 -2.44 0.37 0.11
C -2.250197 -0.564078 -0.742174 -1.15 2.58 -0.01 0.27
H 0.628173 -0.320751 -3.486595 -0.14 -0.49 0.12 0.01
H -0.335564 1.690988 -2.491996 -1.10 -1.19 -0.23 0.00
H 0.219665 -2.530608 -2.130768 -0.35 0.33 0.07 0.00
H -2.043958 1.638345 -1.043106 -1.40 0.37 0.61 0.00
H -1.780914 -2.524768 -0.519372 0.72 -0.29 -0.61 0.00
H -3.884420 0.273159 0.415874 -0.38 1.01 -0.45 0.00
H -2.594746 -0.376905 1.279524 -0.15 -0.83 0.56 0.02
H -3.849743 -1.380237 0.360299 -1.11 -2.69 0.66 0.01
C 3.120425 0.987725 1.411815 -5.69 4.04 2.07 0.00
C 2.847464 0.648282 2.885859 2.80 1.24 -0.48 0.00
H 2.538808 2.076072 1.173668 1.25 -2.95 0.32 0.00
H 4.058728 1.256242 1.270745 4.53 0.74 -0.72 0.00
H 2.794673 0.265211 0.739614 -0.60 -1.27 -1.18 0.00
H 3.211158 -0.326048 3.054228 0.13 -1.29 0.63 0.00
H 3.363829 1.317196 3.602822 0.77 -0.23 -0.76 0.00
H 1.937461 0.831191 3.312766 -3.20 -0.30 0.10 0.00
```
Positions in Å, forces in eV/Å.

---

Question: Which of these has the lowest total charge?
Answer: C7H20FPSb

---

Question: Look up the total charge of the fourth one.
Answer: +1

---

Question: Which value of total charge does entry 2 give?
Answer: +1